C17H19ClN2O4S2 in the gas phase in a non-equilibrium geometry, computed with ωB97M-V with the def2-TZVPD basis set.

Last columns: bonded neighbours and bond lengths (Å).
Positions of all 45 atoms, in Å:
1 C 4.592 -0.787 1.410  O2 1.408, H27 1.094, H28 1.095, H29 1.088
2 O 3.844 -0.004 0.511  C1 1.408, C3 1.357
3 C 2.566 0.316 0.838  O2 1.357, C4 1.390, C25 1.400
4 C 1.898 -0.086 1.988  C3 1.390, C5 1.384, H30 1.078
5 C 0.578 0.264 2.211  C4 1.384, C6 1.393, H31 1.076
6 C -0.123 1.045 1.296  C5 1.393, N7 1.403, C24 1.397
7 N -1.483 1.326 1.492  C6 1.403, C8 1.444, S20 1.686
8 C -2.252 1.962 0.449  N7 1.444, C9 1.536, H32 1.093, H33 1.097
9 C -2.244 1.205 -0.888  C8 1.536, O10 1.208, N11 1.356
10 O -2.487 1.775 -1.925  C9 1.208
11 N -1.934 -0.109 -0.765  C9 1.356, C12 1.405, H34 1.012
12 C -1.476 -0.940 -1.801  N11 1.405, C13 1.387, C19 1.392
13 C -2.000 -0.878 -3.084  C12 1.387, C14 1.386, H35 1.076
14 C -1.488 -1.717 -4.062  C13 1.386, C15 1.380, H36 1.079
15 C -0.459 -2.592 -3.778  C14 1.380, C16 1.392, H37 1.079
16 C 0.076 -2.637 -2.493  C15 1.392, S17 1.768, C19 1.384
17 S 1.411 -3.759 -2.205  C16 1.768, C18 1.818
18 C 2.255 -3.029 -0.770  S17 1.818, H38 1.086, H39 1.086, H40 1.087
19 C -0.444 -1.824 -1.500  C12 1.392, C16 1.384, H41 1.080
20 S -2.138 1.377 3.046  N7 1.686, C21 1.808, O22 1.428, O23 1.431
21 C -1.185 2.677 3.865  S20 1.808, H42 1.082, H43 1.082, H44 1.082
22 O -3.494 1.805 2.909  S20 1.428
23 O -1.898 0.132 3.709  S20 1.431
24 C 0.547 1.479 0.150  C6 1.397, C25 1.381, H45 1.077
25 C 1.858 1.109 -0.075  C3 1.400, C24 1.381, Cl26 1.723
26 Cl 2.645 1.615 -1.522  C25 1.723
27 H 4.709 -0.287 2.376  C1 1.094
28 H 4.136 -1.772 1.560  C1 1.095
29 H 5.569 -0.909 0.947  C1 1.088
30 H 2.398 -0.697 2.722  C4 1.078
31 H 0.080 -0.103 3.092  C5 1.076
32 H -3.281 2.010 0.814  C8 1.093
33 H -1.919 2.988 0.248  C8 1.097
34 H -1.723 -0.433 0.170  N11 1.012
35 H -2.785 -0.177 -3.309  C13 1.076
36 H -1.895 -1.679 -5.061  C14 1.079
37 H -0.052 -3.238 -4.540  C15 1.079
38 H 3.212 -3.537 -0.704  C18 1.086
39 H 2.407 -1.968 -0.946  C18 1.086
40 H 1.684 -3.201 0.139  C18 1.087
41 H -0.057 -1.850 -0.492  C19 1.080
42 H -1.431 3.613 3.382  C21 1.082
43 H -0.132 2.445 3.770  C21 1.082
44 H -1.482 2.694 4.906  C21 1.082
45 H 0.060 2.087 -0.594  C24 1.077

Values from the calculation:
* calculated total energy: -63300.3519 eV
* F_max: 1.1 eV Å⁻¹
* M: 414.9 g/mol
* SMILES: COc1ccc(N(CC(=O)Nc2cccc(SC)c2)S(C)(=O)=O)cc1Cl
* HOMO level: -8.127 eV
* HOMO-LUMO gap: 8.52 eV
* relative energy (zero: lowest compared OMol25 entry of this formula, charge and spin): 0.00 kcal per mole
* charge: 0

16 unconnected molecules or ions with the total composition C54H149N9O25 in a non-equilibrium geometry, computed with ωB97M-V with the def2-TZVPD basis set.

Last columns: bonded neighbours and bond lengths (Å).
Positions of all 237 atoms, in Å:
1 C -3.240 3.546 1.135  O2 1.403, H10 1.090, H11 1.090, H12 1.090
2 O -4.395 3.985 0.470  C1 1.403, C3 1.433
3 C -4.582 3.816 -0.941  O2 1.433, C4 1.542, H13 1.090, H14 1.090
4 C -5.891 4.517 -1.354  C3 1.542, N5 1.442, H15 1.090, H16 1.090
5 N -6.331 4.421 -2.724  C4 1.442, C6 1.495, H17 1.010
6 C -7.724 3.959 -3.003  N5 1.495, C7 1.573, H18 1.090, H19 1.090
7 C -7.867 3.975 -4.570  C6 1.573, O8 1.473, H20 1.090, H21 1.090
8 O -7.612 5.321 -5.109  C7 1.473, C9 1.373
9 C -7.772 5.386 -6.472  O8 1.373, H22 1.090, H23 1.090, H24 1.090
10 H -3.288 2.458 1.085  C1 1.090
11 H -3.184 3.943 2.148  C1 1.090
12 H -2.356 3.855 0.576  C1 1.090
13 H -4.793 2.781 -1.210  C3 1.090
14 H -3.694 4.148 -1.479  C3 1.090
15 H -5.886 5.517 -0.920  C4 1.090
16 H -6.651 3.941 -0.826  C4 1.090
17 H -5.755 3.958 -3.412  N5 1.010
18 H -8.446 4.566 -2.457  C6 1.090
19 H -7.789 2.921 -2.678  C6 1.090
20 H -8.899 3.684 -4.766  C7 1.090
21 H -7.233 3.217 -5.031  C7 1.090
22 H -7.058 4.883 -7.124  C9 1.090
23 H -7.682 6.449 -6.695  C9 1.090
24 H -8.751 5.065 -6.827  C9 1.090
25 C 1.961 -1.458 -7.768  O26 1.454, H34 1.090, H35 1.090, H36 1.090
26 O 1.255 -1.315 -6.505  C25 1.454, C27 1.349
27 C 0.765 -0.094 -6.205  O26 1.349, C28 1.586, H37 1.090, H38 1.090
28 C 0.169 -0.129 -4.736  C27 1.586, N29 1.469, H39 1.090, H40 1.090
29 N 1.169 -0.226 -3.663  C28 1.469, C30 1.470, H41 1.010
30 C 1.681 1.136 -3.459  N29 1.470, C31 1.588, H42 1.090, H43 1.090
31 C 3.153 1.080 -2.867  C30 1.588, O32 1.474, H44 1.090, H45 1.090
32 O 4.138 1.103 -3.963  C31 1.474, C33 1.431
33 C 5.378 0.459 -3.660  O32 1.431, H46 1.090, H47 1.090, H48 1.090
34 H 2.965 -1.037 -7.807  C25 1.090
35 H 1.445 -0.990 -8.606  C25 1.090
36 H 2.029 -2.525 -7.979  C25 1.090
37 H -0.097 0.105 -6.842  C27 1.090
38 H 1.454 0.732 -6.383  C27 1.090
39 H -0.323 -1.099 -4.667  C28 1.090
40 H -0.570 0.652 -4.557  C28 1.090
41 H 1.931 -0.839 -3.914  N29 1.010
42 H 0.965 1.722 -2.883  C30 1.090
43 H 1.894 1.614 -4.416  C30 1.090
44 H 3.159 0.178 -2.254  C31 1.090
45 H 3.411 1.973 -2.298  C31 1.090
46 H 5.268 -0.586 -3.369  C33 1.090
47 H 5.943 1.012 -2.909  C33 1.090
48 H 5.958 0.459 -4.583  C33 1.090
49 C 0.929 -3.995 -1.343  O50 1.440, H58 1.090, H59 1.090, H60 1.090
50 O 2.356 -4.055 -1.165  C49 1.440, C51 1.415
51 C 2.955 -2.782 -1.313  O50 1.415, C52 1.605, H61 1.090, H62 1.090
52 C 4.557 -2.877 -1.333  C51 1.605, N53 1.432, H63 1.090, H64 1.090
53 N 4.883 -3.336 -2.649  C52 1.432, C54 1.463, H65 1.010
54 C 6.275 -3.783 -2.608  N53 1.463, C55 1.562, H66 1.090, H67 1.090
55 C 7.279 -2.616 -2.876  C54 1.562, O56 1.416, H68 1.090, H69 1.090
56 O 7.170 -2.123 -4.199  C55 1.416, C57 1.432
57 C 8.340 -1.350 -4.487  O56 1.432, H70 1.090, H71 1.090, H72 1.090
58 H 0.569 -3.214 -0.673  C49 1.090
59 H 0.482 -4.955 -1.085  C49 1.090
60 H 0.664 -3.697 -2.358  C49 1.090
61 H 2.683 -2.122 -0.489  C51 1.090
62 H 2.655 -2.230 -2.204  C51 1.090
63 H 4.921 -3.642 -0.648  C52 1.090
64 H 5.108 -1.941 -1.232  C52 1.090
65 H 4.306 -4.137 -2.859  N53 1.010
66 H 6.428 -4.325 -3.542  C54 1.090
67 H 6.601 -4.495 -1.850  C54 1.090
68 H 8.292 -2.999 -2.750  C55 1.090
69 H 7.090 -1.788 -2.193  C55 1.090
70 H 9.259 -1.925 -4.367  C57 1.090
71 H 8.348 -0.512 -3.791  C57 1.090
72 H 8.290 -1.040 -5.531  C57 1.090
73 C 3.985 1.050 0.636  O74 1.417, H82 1.090, H83 1.090, H84 1.090
74 O 2.793 1.798 0.469  C73 1.417, C75 1.472
75 C 2.218 1.896 1.821  O74 1.472, C76 1.599, H85 1.090, H86 1.090
76 C 0.686 2.344 1.745  C75 1.599, N77 1.431, H87 1.090, H88 1.090
77 N -0.272 1.290 1.604  C76 1.431, C78 1.444, H89 1.010
78 C -0.466 0.803 0.259  N77 1.444, C79 1.536, H90 1.090, H91 1.090
79 C -1.559 -0.270 0.146  C78 1.536, O80 1.408, H92 1.090, H93 1.090
80 O -1.016 -1.400 0.787  C79 1.408, C81 1.463
81 C -1.993 -2.434 1.133  O80 1.463, H94 1.090, H95 1.090, H96 1.090
82 H 4.590 1.592 1.363  C73 1.090
83 H 4.582 0.777 -0.234  C73 1.090
84 H 3.682 0.077 1.025  C73 1.090
85 H 2.738 2.691 2.356  C75 1.090
86 H 2.268 1.013 2.458  C75 1.090
87 H 0.581 3.080 0.948  C76 1.090
88 H 0.275 2.903 2.586  C76 1.090
89 H 0.055 0.540 2.197  N77 1.010
90 H 0.518 0.349 0.142  C78 1.090
91 H -0.635 1.674 -0.374  C78 1.090
92 H -1.859 -0.380 -0.896  C79 1.090
93 H -2.436 0.159 0.631  C79 1.090
94 H -2.753 -2.081 1.830  C81 1.090
95 H -1.470 -3.278 1.583  C81 1.090
96 H -2.538 -2.799 0.262  C81 1.090
97 C 1.623 -4.208 2.047  O98 1.437, H106 1.090, H107 1.090, H108 1.090
98 O 1.423 -5.514 1.483  C97 1.437, C99 1.404
99 C 0.126 -6.026 1.652  O98 1.404, C100 1.548, H109 1.090, H110 1.090
100 C 0.086 -7.394 0.928  C99 1.548, N101 1.467, H111 1.090, H112 1.090
101 N -1.296 -7.861 0.770  C100 1.467, C102 1.528, H113 1.010
102 C -1.231 -9.258 0.153  N101 1.528, C103 1.563, H114 1.090, H115 1.090
103 C -0.623 -10.390 1.043  C102 1.563, O104 1.383, H116 1.090, H117 1.090
104 O -1.383 -10.770 2.134  C103 1.383, C105 1.370
105 C -1.467 -12.117 2.365  O104 1.370, H118 1.090, H119 1.090, H120 1.090
106 H 0.940 -3.427 1.712  C97 1.090
107 H 2.663 -3.969 1.824  C97 1.090
108 H 1.517 -4.162 3.131  C97 1.090
109 H -0.655 -5.304 1.412  C99 1.090
110 H -0.200 -6.144 2.685  C99 1.090
111 H 0.803 -8.057 1.412  C100 1.090
112 H 0.587 -7.234 -0.027  C100 1.090
113 H -1.732 -7.919 1.679  N101 1.010
114 H -0.839 -9.204 -0.862  C102 1.090
115 H -2.270 -9.368 -0.157  C102 1.090
116 H 0.415 -10.234 1.337  C103 1.090
117 H -0.571 -11.193 0.308  C103 1.090
118 H -2.042 -12.596 1.572  C105 1.090
119 H -1.911 -12.338 3.336  C105 1.090
120 H -0.428 -12.440 2.303  C105 1.090
121 C 10.968 3.891 -0.631  O122 1.385, H130 1.090, H131 1.090, H132 1.090
122 O 9.990 3.297 0.149  C121 1.385, C123 1.443
123 C 8.664 3.381 -0.414  O122 1.443, C124 1.480, H133 1.090, H134 1.090
124 C 7.715 4.008 0.533  C123 1.480, N125 1.490, H135 1.090, H136 1.090
125 N 7.650 3.277 1.830  C124 1.490, C126 1.466, H137 1.010
126 C 6.670 4.003 2.644  N125 1.466, C127 1.583, H138 1.090, H139 1.090
127 C 6.792 3.349 4.080  C126 1.583, O128 1.426, H140 1.090, H141 1.090
128 O 7.971 3.833 4.721  C127 1.426, C129 1.417
129 C 8.206 3.378 6.042  O128 1.417, H142 1.090, H143 1.090, H144 1.090
130 H 11.984 3.592 -0.373  C121 1.090
131 H 10.913 4.978 -0.571  C121 1.090
132 H 10.836 3.722 -1.700  C121 1.090
133 H 8.350 2.359 -0.629  C123 1.090
134 H 8.617 3.983 -1.322  C123 1.090
135 H 6.701 3.934 0.141  C124 1.090
136 H 7.985 5.057 0.654  C124 1.090
137 H 8.517 3.520 2.289  N125 1.010
138 H 5.689 3.780 2.226  C126 1.090
139 H 6.706 5.093 2.647  C126 1.090
140 H 6.625 2.273 4.035  C127 1.090
141 H 5.984 3.732 4.704  C127 1.090
142 H 7.496 3.851 6.721  C129 1.090
143 H 9.220 3.682 6.301  C129 1.090
144 H 8.143 2.304 6.222  C129 1.090
145 C -2.964 0.766 3.980  O146 1.373, H154 1.090, H155 1.090, H156 1.090
146 O -2.412 1.345 5.097  C145 1.373, C147 1.480
147 C -3.176 0.993 6.315  O146 1.480, C148 1.536, H157 1.090, H158 1.090
148 C -2.740 1.833 7.524  C147 1.536, N149 1.453, H159 1.090, H160 1.090
149 N -3.019 3.260 7.517  C148 1.453, C150 1.464, H161 1.010
150 C -2.372 4.066 6.480  N149 1.464, C151 1.505, H162 1.090, H163 1.090
151 C -3.082 5.393 6.501  C150 1.505, O152 1.416, H164 1.090, H165 1.090
152 O -4.497 5.376 6.457  C151 1.416, C153 1.420
153 C -4.983 6.644 6.875  O152 1.420, H166 1.090, H167 1.090, H168 1.090
154 H -2.276 0.777 3.135  C145 1.090
155 H -3.752 1.482 3.747  C145 1.090
156 H -3.279 -0.274 4.073  C145 1.090
157 H -3.132 -0.076 6.527  C147 1.090
158 H -4.251 1.125 6.192  C147 1.090
159 H -1.667 1.640 7.508  C148 1.090
160 H -2.971 1.342 8.469  C148 1.090
161 H -3.997 3.481 7.399  N149 1.010
162 H -2.410 3.702 5.454  C150 1.090
163 H -1.301 4.107 6.676  C150 1.090
164 H -2.637 6.065 5.767  C151 1.090
165 H -2.809 5.746 7.495  C151 1.090
166 H -6.068 6.628 6.767  C153 1.090
167 H -4.584 7.498 6.328  C153 1.090
168 H -4.787 6.819 7.932  C153 1.090
169 C -3.965 -1.773 -2.525  O170 1.397, H178 1.090, H179 1.090, H180 1.090
170 O -3.313 -0.717 -3.166  C169 1.397, C171 1.411
171 C -4.117 0.399 -3.479  O170 1.411, C172 1.479, H181 1.090, H182 1.090
172 C -3.372 1.660 -3.685  C171 1.479, N173 1.483, H183 1.090, H184 1.090
173 N -4.274 2.645 -4.330  C172 1.483, C174 1.474, H185 1.010
174 C -3.454 3.820 -4.674  N173 1.474, C175 1.579, H186 1.090, H187 1.090
175 C -4.182 4.920 -5.541  C174 1.579, O176 1.404, H188 1.090, H189 1.090
176 O -3.699 4.988 -6.857  C175 1.404, C177 1.496
177 C -4.225 3.861 -7.687  O176 1.496, H190 1.090, H191 1.090, H192 1.090
178 H -4.909 -1.998 -3.022  C169 1.090
179 H -4.195 -1.484 -1.499  C169 1.090
180 H -3.365 -2.677 -2.425  C169 1.090
181 H -4.966 0.738 -2.884  C171 1.090
182 H -4.602 0.093 -4.406  C171 1.090
183 H -2.617 1.348 -4.405  C172 1.090
184 H -2.910 2.069 -2.786  C172 1.090
185 H -4.594 2.217 -5.187  N173 1.010
186 H -2.557 3.463 -5.180  C174 1.090
187 H -3.051 4.286 -3.775  C174 1.090
188 H -4.016 5.845 -4.988  C175 1.090
189 H -5.252 4.717 -5.521  C175 1.090
190 H -3.554 3.002 -7.724  C177 1.090
191 H -4.175 4.255 -8.702  C177 1.090
192 H -5.181 3.477 -7.332  C177 1.090
193 C -5.740 -0.444 1.198  O194 1.368, H202 1.090, H203 1.090, H204 1.090
194 O -6.289 -1.547 0.603  C193 1.368, C195 1.455
195 C -7.082 -2.475 1.393  O194 1.455, C196 1.497, H205 1.090, H206 1.090
196 C -6.229 -3.322 2.285  C195 1.497, N197 1.481, H207 1.090, H208 1.090
197 N -4.984 -3.839 1.671  C196 1.481, C198 1.455, H209 1.010
198 C -5.283 -5.073 0.961  N197 1.455, C199 1.489, H210 1.090, H211 1.090
199 C -4.015 -5.581 0.367  C198 1.489, O200 1.450, H212 1.090, H213 1.090
200 O -3.793 -4.839 -0.859  C199 1.450, C201 1.397
201 C -2.628 -5.237 -1.519  O200 1.397, H214 1.090, H215 1.090, H216 1.090
202 H -5.346 -0.713 2.178  C193 1.090
203 H -6.554 0.264 1.356  C193 1.090
204 H -5.004 -0.021 0.515  C193 1.090
205 H -7.760 -3.114 0.828  C195 1.090
206 H -7.732 -1.783 1.930  C195 1.090
207 H -6.718 -4.138 2.817  C196 1.090
208 H -5.958 -2.627 3.080  C196 1.090
209 H -4.786 -3.220 0.898  N197 1.010
210 H -6.074 -4.859 0.243  C198 1.090
211 H -5.796 -5.818 1.569  C198 1.090
212 H -4.116 -6.665 0.313  C199 1.090
213 H -3.161 -5.394 1.018  C199 1.090
214 H -2.540 -6.311 -1.688  C201 1.090
215 H -1.672 -4.886 -1.130  C201 1.090
216 H -2.759 -4.777 -2.498  C201 1.090
217 O 4.555 0.627 3.976  H218 0.957, H219 0.957
218 H 4.086 1.449 4.126  O217 0.957
219 H 4.483 0.155 4.805  O217 0.957
220 O 0.185 1.415 5.126  H221 0.957, H222 0.957
221 H 0.107 0.555 4.712  O220 0.957
222 H -0.711 1.646 5.369  O220 0.957
223 O 3.069 2.741 5.159  H224 0.957, H225 0.957
224 H 2.221 2.297 5.173  O223 0.957
225 H 2.884 3.622 5.483  O223 0.957
226 O 3.457 4.936 -0.002  H227 0.957, H228 0.957
227 H 3.393 5.168 0.925  O226 0.957
228 H 3.323 3.988 -0.021  O226 0.957
229 O 3.308 -1.627 2.922  H230 0.957, H231 0.957
230 H 3.544 -0.769 3.275  O229 0.957
231 H 4.147 -2.048 2.733  O229 0.957
232 O 6.588 0.541 2.214  H233 0.957, H234 0.957
233 H 6.949 1.425 2.151  O232 0.957
234 H 5.993 0.578 2.963  O232 0.957
235 O 0.490 -0.985 3.474  H236 0.957, H237 0.957
236 H 1.298 -1.445 3.248  O235 0.957
237 H -0.209 -1.591 3.226  O235 0.957

Values from the calculation:
* calculated total energy: -122995.9722 eV
* F_max: 3.9 eV Å⁻¹
* M: 1324.8 g/mol
* HOMO level: -7.976 eV
* HOMO-LUMO gap: 8.28 eV
* charge: 0